The following is a DFT calculation (ωB97M-V with the def2-TZVPD basis set) of a 10-piece molecular cluster, C36H52O30 overall.

```
118
Properties=species:S:1:pos:R:3:forces:R:3
C -8.401680 -3.333300 -16.583860 0.6585 -0.1965 2.4480
C -9.176700 -3.572960 -17.801530 -1.4869 -2.9124 1.4143
O -8.548060 -2.840900 -18.723290 1.5886 2.1435 -3.1731
C -7.866220 -1.863530 -18.134500 0.5637 3.7919 -0.2266
O -7.405570 -0.863620 -18.655690 -0.5745 -2.3479 0.6130
O -7.909920 -2.025590 -16.788780 0.6090 0.1461 -0.3787
H -7.579100 -4.040730 -16.478980 0.2528 0.0800 0.0031
H -8.964090 -3.335590 -15.650160 -0.1041 -0.0708 -0.1452
H -10.203210 -3.248580 -17.630730 -0.2880 -0.3732 -0.5446
H -8.985120 -4.606250 -18.090880 -1.2040 -0.2306 0.0203
C -15.555710 -3.183180 -10.993800 -0.4784 0.1423 0.1354
C -14.896510 -4.534480 -10.950310 1.2320 0.5479 0.5244
O -15.851600 -5.423050 -11.486600 -0.4866 -0.5180 -0.1994
C -16.844440 -4.761820 -12.127630 -0.3446 1.3305 -0.4122
O -17.740360 -5.240880 -12.776820 1.7417 0.9004 1.3157
O -16.636540 -3.365170 -11.933610 -0.0779 -1.3670 0.0377
H -14.900210 -2.344550 -11.228580 -0.1143 -0.1976 -0.6832
H -15.904250 -2.969890 -9.983290 -0.7523 0.1168 -0.1459
H -14.633200 -4.717750 -9.908600 -0.4225 -0.7491 0.0054
H -13.935210 -4.579440 -11.462140 -0.2683 -0.1767 -0.6205
C -17.362750 6.803280 -10.672370 0.0708 0.3077 -0.4540
C -17.328120 8.186620 -10.034910 -0.3693 -0.1578 -0.6060
O -17.696290 7.990150 -8.670690 -0.1708 -1.4097 -0.2386
C -18.073350 6.688390 -8.492680 -1.4561 -2.0927 2.2946
O -18.535690 6.230980 -7.429010 1.9706 1.6768 -4.3765
O -17.901520 5.905360 -9.702640 0.1772 2.1758 2.2911
H -16.339830 6.600120 -10.989320 -0.1526 -0.9207 0.1100
H -18.027450 6.855190 -11.534680 0.1156 -0.4549 -0.0406
H -18.081000 8.766280 -10.569020 0.1027 0.5840 0.5535
H -16.330920 8.610550 -10.153060 -0.2153 0.2703 0.4927
C -12.118060 2.743380 -13.528410 1.6585 1.3346 0.8532
C -10.712260 2.545140 -12.928060 0.6110 -0.7858 -1.8078
O -10.592950 1.085880 -13.107280 2.5338 1.6620 1.5887
C -11.769520 0.522480 -13.146890 0.7185 -1.1536 -0.7582
O -11.900310 -0.672120 -13.096380 -1.0066 0.8816 0.1279
O -12.652090 1.477290 -13.394030 -3.3589 -1.1999 0.0894
H -12.105000 3.059610 -14.571450 -0.0530 -0.0507 0.0529
H -12.620580 3.467480 -12.887120 -0.5361 -0.1281 -0.3525
H -10.567900 2.939250 -11.922100 -0.2852 -0.7672 0.2894
H -9.888810 2.938080 -13.524410 -0.2633 0.2128 -0.0809
C -10.089700 10.174260 -13.021690 -0.5699 -0.5955 -0.3204
C -10.729450 9.152810 -13.941200 0.5922 0.6853 -0.3246
C -10.895890 9.585720 -15.380820 -1.0511 -0.0500 -0.6035
O -10.453190 8.411980 -16.121240 -0.8645 1.3472 -0.1769
C -9.916700 7.547040 -15.263490 2.3390 -2.9619 -2.3054
O -9.455930 6.459450 -15.639100 -1.4563 2.8315 1.6493
O -9.813270 8.105650 -14.071570 0.8249 -1.9816 1.0058
H -9.014990 10.277560 -13.171470 -0.0731 -0.2095 -0.4795
H -10.206840 9.742740 -12.027620 -0.2948 0.9941 0.3384
H -10.553010 11.118550 -13.307650 -0.1232 0.2493 1.0956
H -11.658890 8.701150 -13.594410 -0.1263 0.3908 0.4433
H -10.419360 10.531770 -15.637730 0.8599 -0.4414 -0.2217
H -11.941810 9.772040 -15.624630 -0.0868 -0.2916 -0.0456
C -15.556640 -1.373610 -17.526380 0.4495 -0.4839 0.4181
C -16.316680 -2.636680 -17.949560 0.9486 1.3208 -0.4219
C -17.689610 -2.482240 -18.522060 -2.2587 0.4801 2.8033
O -17.701820 -3.224870 -19.687350 -3.5810 -0.5421 -0.4535
C -16.513820 -3.574110 -20.016030 2.6978 0.4326 -3.2989
O -16.157710 -4.031360 -21.083620 -0.6778 -0.1230 1.7677
O -15.691290 -3.049800 -19.123000 3.4337 -1.2834 -0.5083
H -15.554580 -1.240580 -16.444530 -0.5756 0.4637 -0.0709
H -15.814450 -0.499670 -18.124590 -0.5174 0.0283 0.3747
H -14.493840 -1.489700 -17.738720 0.0408 -0.5005 -0.1502
H -16.262890 -3.457430 -17.234310 0.0098 0.1884 0.2919
H -18.109220 -1.486520 -18.665480 0.5978 0.2169 -0.3953
H -18.343970 -2.925510 -17.771440 -0.5658 -0.2068 -0.3269
C -13.563860 2.977090 -8.569820 -0.8541 -1.7464 0.6459
C -13.542380 4.249720 -7.738860 0.7247 -0.5530 -1.8931
C -12.305110 4.534820 -6.914590 -1.3829 -1.3224 2.0055
O -12.033160 5.860570 -7.202620 1.4391 2.0116 -0.7702
C -12.609330 6.227160 -8.372180 -2.1629 -0.1464 0.4934
O -12.712910 7.309020 -8.870470 1.2766 -0.4141 0.3019
O -13.352010 5.173210 -8.781370 0.2883 1.9067 -1.8082
H -12.600340 2.729990 -9.015540 0.2342 0.4225 0.2883
H -14.260720 2.987260 -9.407910 -0.1484 0.6921 0.1072
H -13.884800 2.077600 -8.044440 0.1474 0.0181 0.4820
H -14.430820 4.630280 -7.234940 -0.3127 -0.9381 0.2424
H -11.474290 3.834270 -6.998720 0.1558 0.2971 -0.4589
H -12.666730 4.532100 -5.886330 0.5664 -0.2130 0.3000
C -4.769080 2.393620 -15.470780 -0.0018 -1.2442 0.2193
C -3.299410 1.995040 -15.754340 -1.9070 0.6268 -1.0068
C -3.154540 1.287650 -17.141090 -1.2121 0.3000 2.0622
O -2.028000 1.898250 -17.718110 0.2029 -0.1109 -0.1860
C -1.777180 3.047470 -17.068880 2.7465 1.5083 0.5764
O -0.841390 3.790030 -17.311430 -2.1033 -1.2955 -0.0277
O -2.584800 3.217610 -15.995020 0.3372 -0.4569 -0.1348
H -4.872760 3.012820 -14.579750 0.1744 0.5857 -0.4764
H -5.414760 1.553660 -15.214530 0.4407 -0.7116 0.1469
H -5.284220 2.708620 -16.378250 0.3642 0.9457 0.1433
H -2.890040 1.408350 -14.931960 0.3862 0.2833 -0.0070
H -4.053450 1.538510 -17.704230 0.1373 -0.4064 -0.3610
H -3.075280 0.229050 -16.893710 0.4179 -0.0630 -0.9421
C -4.895640 7.510970 -7.388390 -0.7984 -0.5455 0.2323
C -6.178700 6.954860 -8.098680 2.7296 0.5841 -1.5443
C -5.870800 6.349450 -9.502720 0.9738 2.5154 0.5003
O -6.431870 5.086200 -9.498680 0.2036 -1.1810 -1.4745
C -6.729090 4.709180 -8.282780 -2.9021 -0.5686 2.2378
O -7.246520 3.656980 -7.940070 1.8003 2.1663 -0.7617
O -6.639660 5.820710 -7.451460 -0.7261 -1.5508 1.2444
H -4.116670 6.755570 -7.285060 -0.2237 -0.3170 -0.0015
H -5.223160 7.801020 -6.390040 0.2280 0.0897 0.0931
H -4.387860 8.362190 -7.841910 -0.5492 0.1297 -0.3644
H -6.858210 7.797300 -8.227790 -0.7330 -0.4619 0.5714
H -4.786290 6.308640 -9.604040 -0.0025 -0.2815 -0.3827
H -6.292520 7.020030 -10.251430 -0.0331 -0.5951 -0.3709
C -5.905140 -1.967260 -11.504130 -0.4126 -0.9633 0.2507
C -4.699940 -1.171110 -11.118320 -0.2238 -0.5682 -0.1196
C -3.904970 -1.697100 -9.940200 -2.2492 -0.7962 1.2293
O -2.612870 -1.750370 -10.354800 3.6736 0.3822 -1.0304
C -2.523620 -1.673430 -11.712030 1.7778 0.5381 -1.5350
O -1.533800 -1.749810 -12.448390 -2.9017 -0.0668 2.8438
O -3.761560 -1.419970 -12.155430 0.3141 0.6433 -1.5848
H -6.267930 -1.683830 -12.492130 -0.1778 0.2320 0.2198
H -6.688990 -1.960120 -10.746750 -0.1450 0.4157 -0.1160
H -5.610060 -3.014150 -11.575150 0.1006 -0.1025 -0.1007
H -4.982570 -0.121290 -11.040190 0.5319 0.2306 -0.1322
H -4.149330 -2.737990 -9.728220 -0.6866 -0.0832 0.1648
H -4.051260 -1.132090 -9.019620 0.3698 0.1771 -0.1127
```
Positions in Å, forces in eV/Å.

Values from the calculation:
- Frontier orbital gap: 10.1 eV
- Strongest force on any atom: 0.09887 Eh/bohr
- Net charge: 0
- LUMO level: -0.0139 hartree
- Electronic energy: -99596.6926 eV

The following is a DFT calculation (ωB97M-V with the def2-TZVPD basis set) of a 2-piece molecular cluster, C11H20N2Si overall.

```
34
Properties=species:S:1:pos:R:3:forces:R:3
C 4.604286 0.273172 0.028230 0.5118 0.4018 0.7409
C 3.941700 0.316315 1.257588 -0.8474 -0.2809 -2.1064
C 3.895150 0.193609 -1.148805 -0.5228 -0.0869 -0.8247
C 2.564154 0.194879 1.278172 1.2215 -0.1668 -1.9220
C 2.500389 0.049298 -1.084757 0.1398 0.5844 -0.4979
C 1.798850 0.046416 0.120218 -0.0363 0.3808 -1.2166
C -1.667562 1.865011 -1.497162 -0.5397 -2.7659 0.8740
C -2.505016 -0.571718 -1.374583 1.1762 -1.8446 -1.8287
C -0.652697 -2.703003 1.720599 0.7536 -0.7331 0.4468
C -0.388242 2.186357 2.161001 -0.1564 0.2965 -1.5125
C -1.329579 0.347335 -1.439778 1.0379 1.2079 1.8234
N -0.722417 -2.276836 0.322299 1.4481 2.7357 0.2742
N -0.399558 0.794475 1.728153 0.2223 -0.6402 -1.8449
Si -0.095914 0.112298 0.102569 -1.2531 -3.3464 2.0831
H 5.680861 0.407233 0.070847 -0.0481 -0.0155 -0.4148
H 4.476262 0.572603 2.119508 0.6696 -0.0496 1.2774
H 4.369828 0.334402 -2.138893 -0.1868 -0.3444 0.7838
H 2.131225 0.254617 2.183802 -1.8047 0.2414 2.9247
H 1.918478 0.104945 -2.006467 0.2766 -0.2754 0.0228
H -2.552236 2.090265 -0.952367 -0.4054 0.0639 1.5806
H -0.825270 2.368514 -1.168500 1.3262 1.7650 0.4470
H -2.028695 2.174614 -2.401295 -0.0709 0.7506 -3.0688
H -3.017609 -0.799784 -2.313345 0.3398 0.5005 -0.4088
H -3.193804 -0.132502 -0.792625 -2.7399 1.4223 2.3645
H -2.276284 -1.545946 -0.966744 0.2766 -0.0761 0.2671
H -0.789215 -3.808578 1.738661 -0.1631 0.4385 0.0941
H 0.406493 -2.605946 2.228236 -1.9921 0.4553 -0.4484
H -1.537605 -2.281786 2.282664 1.2910 -0.1941 -0.1952
H -1.252846 2.711704 1.788207 -0.7232 0.2143 -0.0465
H -0.425210 2.263273 3.211459 0.1829 -0.0152 1.2939
H 0.425831 2.844407 1.778860 0.1504 -1.0232 0.2293
H -0.687593 0.077185 -2.228115 0.8776 -0.2176 -1.4097
H 0.104540 -2.695341 -0.120959 -0.2534 0.2500 -0.0409
H -0.718354 0.086014 2.371380 -0.1586 0.3674 0.2592
```
Positions in Å, forces in eV/Å.

Values from the calculation:
- Frontier orbital gap: 8.1 eV
- Strongest force on any atom: 0.08044 Eh/bohr
- Net charge: 0
- LUMO level: 0.0178 hartree
- Electronic energy: -22586.7621 eV